Entry 1:
Computed, not measured: a structure of composition C23H31FN2P, with ωB97M-V/def2-TZVPD.

Geometry as XYZ:
```
58
C23H31FN2P, DFT ωB97M-V/def2-TZVPD
F -1.378 -4.631 1.944
C -1.486 -3.279 1.736
C -2.747 -2.698 1.709
C -2.825 -1.307 1.598
C -1.689 -0.497 1.627
C -1.819 0.990 1.873
C -1.272 2.012 0.899
C -2.091 3.106 0.570
C -1.522 4.261 0.054
C -0.158 4.337 -0.202
C 0.668 3.195 -0.024
C 0.064 1.993 0.432
C -0.430 -1.129 1.522
C -0.322 -2.525 1.587
H -3.636 -3.315 1.768
H -3.806 -0.828 1.585
H -2.820 1.253 2.297
H -3.157 3.043 0.808
H -2.193 5.106 -0.203
H 0.277 5.228 -0.644
H 1.711 3.227 -0.301
H 0.704 1.105 0.492
H 0.486 -0.539 1.503
H 0.632 -3.031 1.539
C 0.713 4.984 3.255
C -0.052 4.224 4.332
C 0.371 4.665 5.733
C -1.530 4.508 4.146
N 0.187 2.776 4.153
P -1.008 1.610 4.450
H -1.144 1.221 2.874
N 0.162 0.408 4.713
C -0.111 -0.788 5.539
C 0.646 -1.975 4.955
C -1.594 -1.102 5.481
C 0.296 -0.539 6.991
C 1.448 0.935 4.666
C 1.461 2.257 4.347
H 0.509 4.543 2.278
H 0.372 6.024 3.274
H 1.785 4.970 3.422
H -0.188 4.122 6.496
H 1.436 4.507 5.911
H 0.162 5.731 5.846
H -2.142 4.002 4.890
H -1.667 5.587 4.234
H -1.865 4.173 3.165
H 1.720 -1.886 5.080
H 0.307 -2.875 5.477
H 0.433 -2.064 3.887
H -2.202 -0.293 5.881
H -1.906 -1.272 4.450
H -1.757 -2.005 6.070
H -0.256 0.303 7.410
H 0.066 -1.430 7.578
H 1.363 -0.332 7.090
H 2.271 0.315 5.002
H 2.300 2.945 4.366
```

charge	+1
electronic energy	-1445.5072	Ha
multiplicity	1


Entry 2:
Computed, not measured: an isolated molecule of C23H31FN4O2, with ωB97M-V/def2-TZVPD.

Geometry as XYZ:
```
61
C23H31FN4O2, DFT ωB97M-V/def2-TZVPD
C 5.871 -0.537 1.020
C 4.483 -1.045 1.156
N 3.835 -0.967 2.289
O 2.621 -1.547 2.105
C 2.524 -1.986 0.836
C 1.283 -2.681 0.419
C 3.684 -1.691 0.169
C 4.016 -1.925 -1.266
C 3.873 -0.621 -2.068
C 2.420 -0.175 -2.029
O 1.521 -0.985 -2.191
N 2.144 1.133 -1.825
C 3.067 2.208 -1.546
C 3.163 2.444 -0.026
C 1.915 1.878 0.654
C 0.669 2.221 -0.168
N -0.551 1.939 0.565
C -0.761 0.562 0.981
C -1.943 0.534 1.955
N -3.152 1.056 1.359
C -4.019 0.232 0.660
C -3.748 -1.119 0.409
C -4.668 -1.932 -0.224
C -5.877 -1.403 -0.625
F -6.779 -2.195 -1.254
C -6.187 -0.076 -0.390
C -5.266 0.727 0.250
C -2.917 2.411 0.910
C -1.745 2.452 -0.080
C 0.774 1.519 -1.551
H 5.929 0.251 0.271
H 6.207 -0.147 1.976
H 6.532 -1.346 0.709
H 0.966 -2.310 -0.554
H 0.504 -2.512 1.158
H 1.463 -3.752 0.335
H 3.334 -2.668 -1.678
H 5.041 -2.292 -1.356
H 4.141 -0.806 -3.111
H 4.546 0.128 -1.660
H 2.661 3.100 -2.035
H 4.043 2.016 -1.990
H 4.043 1.954 0.390
H 3.251 3.513 0.170
H 1.813 2.279 1.662
H 2.016 0.796 0.728
H 0.668 3.308 -0.323
H 0.129 0.201 1.495
H -0.976 -0.103 0.128
H -2.115 -0.473 2.335
H -1.700 1.181 2.805
H -2.805 -1.554 0.697
H -4.445 -2.970 -0.417
H -7.143 0.316 -0.700
H -5.533 1.751 0.456
H -3.804 2.823 0.433
H -2.667 3.021 1.783
H -1.563 3.485 -0.385
H -2.019 1.865 -0.974
H 0.415 2.180 -2.348
H 0.178 0.605 -1.566
```

charge	0
electronic energy	-1364.3782	Ha
multiplicity	1
structure (SMILES)	Cc1noc(C)c1CCC(=O)N1CCC[C@H](N2CCN(c3ccc(F)cc3)CC2)C1


Entry 3:
Computed, not measured: a structure of composition C23H31FN4O5STi, with ωB97M-V/def2-TZVPD.

Geometry as XYZ:
```
66
C23H31FN4O5STi, DFT ωB97M-V/def2-TZVPD
Ti -2.909 1.651 0.192
F 3.847 0.950 -0.195
C 2.925 0.041 -0.030
C 1.628 0.451 0.018
C 0.658 -0.508 0.306
C -0.703 -0.187 0.380
O -1.153 1.073 0.140
C -1.660 -1.229 0.566
C -1.250 -2.539 0.681
N 0.016 -2.858 0.682
C 0.379 -4.221 0.854
C -0.478 -5.182 1.678
C 0.885 -4.893 2.154
C 1.023 -1.854 0.498
C 2.342 -2.249 0.423
C 3.279 -1.318 0.140
N 4.714 -1.528 0.061
C 5.462 -1.292 -1.124
C 6.922 -1.250 -0.757
N 7.392 -2.494 -0.093
C 6.590 -2.851 1.097
C 5.121 -2.864 0.621
C -3.007 -0.554 0.482
O -3.421 -0.205 -0.667
O -3.324 0.273 1.425
H 1.340 1.448 -0.166
H -1.993 -3.329 0.494
H 0.826 -4.492 -0.050
H -0.758 -6.182 1.280
H -1.276 -4.753 2.298
H 1.624 -5.690 2.006
H 1.018 -4.258 3.057
H 2.659 -3.317 0.492
H 5.112 -0.435 -1.649
H 5.276 -2.013 -1.913
H 7.034 -0.489 0.063
H 7.604 -1.108 -1.589
H 8.414 -2.489 0.080
H 7.386 -3.276 -0.701
H 6.780 -2.153 1.943
H 6.859 -3.837 1.421
H 4.495 -2.949 1.512
H 4.857 -3.653 0.010
C -4.934 4.397 2.357
C -3.780 3.544 2.527
N -3.420 3.169 3.722
O -3.172 3.031 1.496
H -5.230 4.927 3.319
H -5.762 3.733 2.131
H -4.817 5.122 1.625
H -3.852 3.548 4.574
H -2.514 2.718 3.753
O -3.588 2.413 -1.393
S -4.735 2.259 -2.463
C -3.887 2.945 -3.906
C -4.483 4.377 -4.175
C -4.910 4.953 -2.855
C -5.671 3.861 -2.150
H -3.780 2.180 -4.674
H -2.874 3.114 -3.589
H -5.416 4.327 -4.780
H -3.824 5.079 -4.686
H -5.488 5.832 -2.960
H -4.009 5.364 -2.316
H -6.644 3.761 -2.607
H -5.745 3.958 -1.067
```

charge	+4
electronic energy	-2836.4610	Ha
multiplicity	1


Entry 4:
Computed, not measured: an isolated molecule of C23H31FN6O, with ωB97M-V/def2-TZVPD.

Geometry as XYZ:
```
62
C23H31FN6O, DFT ωB97M-V/def2-TZVPD
C -4.525 -1.613 1.603
C -4.823 -0.783 0.350
C -5.521 -1.635 -0.706
C -3.525 -0.233 -0.177
C -3.122 1.072 0.101
C -1.877 1.458 -0.374
C -1.384 2.864 -0.176
O -2.080 3.811 -0.499
N -0.164 3.009 0.385
C 0.504 4.293 0.339
C 1.638 4.249 -0.688
C 2.594 3.092 -0.397
C 1.798 1.778 -0.329
N 2.557 0.565 -0.122
C 3.477 0.524 0.994
C 3.711 -0.968 1.349
N 3.184 -1.839 0.322
C 1.862 -2.266 0.404
C 0.932 -1.750 1.313
C -0.350 -2.257 1.414
C -0.763 -3.306 0.614
C 0.133 -3.846 -0.294
C 1.410 -3.334 -0.382
F 2.248 -3.923 -1.277
C 3.689 -1.417 -0.968
C 3.162 0.000 -1.309
C 0.715 1.930 0.752
N -1.110 0.642 -1.088
C -1.595 -0.578 -1.326
N -0.856 -1.388 -2.118
N -2.759 -1.051 -0.883
H -5.448 -2.011 2.019
H -4.038 -1.002 2.361
H -3.868 -2.440 1.348
H -5.467 0.057 0.629
H -4.865 -2.442 -1.019
H -6.441 -2.055 -0.306
H -5.764 -1.032 -1.578
H -3.737 1.758 0.659
H -0.238 5.045 0.066
H 0.900 4.522 1.335
H 2.178 5.198 -0.674
H 1.204 4.118 -1.681
H 3.354 3.033 -1.179
H 3.101 3.264 0.556
H 1.260 1.643 -1.274
H 3.041 1.049 1.843
H 4.439 1.007 0.751
H 4.786 -1.170 1.417
H 3.266 -1.231 2.307
H 1.213 -0.922 1.941
H -1.037 -1.819 2.123
H -1.763 -3.701 0.688
H -0.137 -4.678 -0.927
H 4.780 -1.411 -0.901
H 3.408 -2.125 -1.743
H 2.391 -0.055 -2.081
H 3.990 0.619 -1.698
H 0.162 0.998 0.849
H 1.165 2.181 1.719
H -1.100 -2.363 -2.125
H 0.108 -1.138 -2.252
```

charge	0
electronic energy	-1398.7189	Ha
multiplicity	1
structure (SMILES)	CC(C)c1cc(C(=O)N2CCC[C@@H](N3CCN(c4ccccc4F)CC3)C2)nc(N)n1